[1]
ORCA calculation (wB97M-V/def2-TZVPD) on a structure of composition C45H38N7OPS2Tm at a distorted geometry.

Positions of all 95 atoms, in Å:
Tm (0.358, -0.255, 1.421)
C (1.061, 3.197, 4.527)
C (-0.065, 3.988, 4.299)
C (-0.827, 3.767, 3.165)
C (-0.477, 2.731, 2.290)
C (0.625, 1.893, 2.497)
C (1.383, 2.177, 3.644)
C (-1.185, 2.573, 0.992)
C (-1.465, 3.672, 0.195)
C (-1.742, 3.459, -1.142)
C (-1.858, 2.175, -1.648)
C (-1.808, 1.959, -3.135)
C (-2.000, -0.141, -3.584)
C (-2.276, -0.821, -2.270)
C (-2.208, -0.270, -1.059)
C (-1.826, 1.123, -0.726)
N (-1.415, 1.318, 0.546)
H (1.681, 3.380, 5.397)
H (-0.333, 4.777, 4.991)
H (-1.697, 4.386, 2.970)
H (2.261, 1.574, 3.866)
H (-1.337, 4.670, 0.589)
H (-1.819, 4.300, -1.823)
H (-1.646, 2.912, -3.636)
H (-2.002, -0.848, -4.411)
H (-2.580, -1.861, -2.319)
H (-2.428, -0.888, -0.195)
N (4.011, -1.079, 0.362)
C (3.675, -1.601, 1.559)
N (2.600, -1.257, 2.242)
C (2.622, -1.861, 3.495)
C (3.643, -2.707, 3.727)
S (4.693, -2.736, 2.359)
C (1.591, -1.441, 4.444)
C (1.660, -1.510, 5.787)
S (0.295, -0.717, 6.475)
C (-0.260, -0.315, 4.899)
N (0.480, -0.793, 3.924)
N (-1.380, 0.427, 4.719)
H (3.284, -0.584, -0.142)
H (4.767, -1.477, -0.166)
H (3.850, -3.286, 4.611)
H (2.439, -1.928, 6.401)
H (-1.711, 0.958, 5.508)
H (-1.436, 0.923, 3.840)
O (0.431, -2.074, 0.413)
C (1.220, -1.497, -0.405)
C (1.360, -2.149, -1.728)
C (1.794, -3.454, -1.888)
C (1.854, -3.998, -3.168)
C (1.440, -3.254, -4.263)
C (0.993, -1.944, -4.096)
C (0.985, -1.368, -2.833)
P (0.463, 0.297, -2.301)
C (1.980, 1.283, -2.503)
C (2.167, 2.325, -1.591)
C (3.348, 3.053, -1.573)
C (4.367, 2.737, -2.461)
C (4.199, 1.699, -3.369)
C (3.014, 0.976, -3.386)
C (-0.764, 0.841, -3.563)
C (-0.192, 1.130, -4.928)
C (-0.886, 1.421, -6.030)
C (-2.350, 1.535, -6.162)
C (-3.246, 1.411, -5.184)
C (-2.940, 1.093, -3.749)
H (2.071, -4.048, -1.024)
H (2.203, -5.013, -3.308)
H (1.459, -3.693, -5.251)
H (0.655, -1.382, -4.960)
H (1.384, 2.570, -0.879)
H (3.477, 3.855, -0.856)
H (5.296, 3.293, -2.441)
H (4.993, 1.451, -4.062)
H (2.902, 0.154, -4.086)
H (0.889, 1.149, -5.009)
H (-0.317, 1.620, -6.931)
H (-2.717, 1.755, -7.158)
H (-4.293, 1.524, -5.441)
H (-3.851, 1.047, -3.158)
C (-2.390, -4.970, 3.124)
C (-2.490, -3.514, 2.815)
C (-3.560, -2.647, 2.807)
C (-3.039, -1.396, 2.429)
N (-1.728, -1.486, 2.210)
N (-1.421, -2.780, 2.468)
C (-3.793, -0.116, 2.282)
H (-3.384, -5.385, 3.275)
H (-1.811, -5.145, 4.031)
H (-1.915, -5.515, 2.308)
H (-4.584, -2.882, 3.048)
H (-0.480, -3.106, 2.325)
H (-4.413, 0.057, 3.162)
H (-4.457, -0.151, 1.415)
H (-3.123, 0.728, 2.149)

The expectation value of S² is 2.0023. As for the HOMO energy (alpha / beta): -9.72 / -9.73 eV. Its net charge is +1. The orbital gap (alpha / beta) is 0.2748 / 0.2753 Ha. The value obtained for the LUMO energy (alpha / beta) is -2.24 / -2.24 eV. As for the multiplicity: 3.

[2]
ORCA calculation (wB97M-V/def2-TZVPD) on a structure of composition C45H38O4PPdSi at a distorted geometry.

Positions of all 90 atoms, in Å:
Pd (0.639, 0.392, -0.092)
C (-5.218, -4.080, 1.033)
C (-4.534, -4.737, 0.017)
C (-3.322, -4.247, -0.436)
C (-2.792, -3.085, 0.131)
C (-3.480, -2.433, 1.160)
C (-4.692, -2.928, 1.604)
P (-1.244, -2.361, -0.393)
C (-0.331, -3.589, -1.304)
C (0.195, -3.304, -2.565)
C (0.977, -4.245, -3.213)
C (1.238, -5.469, -2.611)
C (0.708, -5.760, -1.360)
C (-0.076, -4.826, -0.706)
C (-1.545, -0.966, -1.457)
C (-2.611, -1.042, -2.364)
C (-2.810, -0.029, -3.282)
C (-1.945, 1.060, -3.305)
C (-0.904, 1.154, -2.391)
C (-0.717, 0.152, -1.451)
H (-6.165, -4.469, 1.383)
H (-4.948, -5.634, -0.424)
H (-2.788, -4.761, -1.225)
H (-3.055, -1.543, 1.612)
H (-5.223, -2.423, 2.399)
H (0.000, -2.348, -3.034)
H (1.385, -4.022, -4.189)
H (1.853, -6.201, -3.119)
H (0.909, -6.715, -0.893)
H (-0.484, -5.050, 0.271)
H (-3.268, -1.903, -2.350)
H (-3.631, -0.089, -3.983)
H (-2.087, 1.848, -4.034)
H (-0.252, 2.018, -2.395)
C (1.138, 7.373, -0.977)
O (2.391, 6.925, -0.474)
C (2.544, 5.606, -0.268)
C (3.822, 5.231, 0.216)
C (4.112, 3.907, 0.454)
C (3.182, 2.896, 0.220)
C (3.581, 1.478, 0.324)
C (4.710, 1.107, 1.249)
O (3.044, 0.622, -0.376)
C (1.858, 3.270, -0.206)
O (0.893, 2.438, -0.284)
C (1.584, 4.646, -0.472)
H (1.237, 8.446, -1.110)
H (0.338, 7.162, -0.265)
H (0.917, 6.902, -1.937)
H (4.556, 6.008, 0.380)
H (5.104, 3.648, 0.803)
H (5.666, 1.371, 0.791)
H (4.688, 0.029, 1.399)
H (4.630, 1.622, 2.204)
H (0.578, 4.876, -0.793)
O (0.378, -1.518, 0.504)
Si (1.459, -2.237, 1.564)
C (2.895, -2.953, 0.626)
C (3.046, -2.667, -0.733)
C (4.117, -3.177, -1.453)
C (5.058, -3.978, -0.824)
C (4.926, -4.273, 0.527)
C (3.852, -3.765, 1.243)
C (0.592, -3.553, 2.559)
C (0.825, -4.919, 2.375)
C (0.109, -5.866, 3.095)
C (-0.855, -5.460, 4.008)
C (-1.095, -4.108, 4.212)
C (-0.372, -3.164, 3.496)
C (2.017, -0.865, 2.726)
C (3.093, -1.068, 3.595)
C (3.536, -0.064, 4.441)
C (2.919, 1.182, 4.430)
C (1.847, 1.409, 3.583)
C (1.395, 0.388, 2.754)
H (2.322, -2.038, -1.236)
H (4.216, -2.948, -2.507)
H (5.895, -4.374, -1.384)
H (5.655, -4.902, 1.020)
H (3.752, -4.024, 2.292)
H (1.573, -5.244, 1.662)
H (0.304, -6.920, 2.947)
H (-1.414, -6.198, 4.568)
H (-1.838, -3.791, 4.932)
H (-0.556, -2.109, 3.674)
H (3.594, -2.030, 3.619)
H (4.366, -0.251, 5.110)
H (3.265, 1.965, 5.093)
H (1.334, 2.363, 3.593)
H (0.483, 0.562, 2.184)

As for the HOMO energy: -9.08 eV. Its net charge is +1. The orbital gap is 0.1474 Ha. The value obtained for the LUMO energy is -5.07 eV.

E values (in Eh) by entry order: -4418.91079, -2797.07074.